Entry 1:
19
Properties=species:S:1:pos:R:3 method="wB97M-V/def2-TZVPD" multiplicity=1 orbital_gap_ha=0.386
C 0.91308 -0.22722 -2.41471
C 0.73892 0.48218 -1.05829
C -0.08583 -0.24294 -0.05013
C 0.08496 0.36324 1.30384
C -0.42531 -0.49653 2.47330
C -1.53826 0.03332 -0.35990
O -2.38532 -0.81542 -0.50325
H 1.78153 0.19781 -2.91693
H 1.07823 -1.30409 -2.28890
H 0.06563 -0.12722 -3.12216
H 1.82535 0.77731 -0.08824
H 0.40684 1.51857 -1.18900
H 0.10566 -1.32513 -0.05132
H -0.31302 1.38482 1.34883
H 1.50315 0.73512 1.06523
H -0.14776 -0.01419 3.41037
H 0.02420 -1.49394 2.44212
H -1.52269 -0.65707 2.51863
H -1.77453 1.12155 -0.43467

Entry 2:
19
Properties=species:S:1:pos:R:3 method="wB97M-V/def2-TZVPD" multiplicity=1 orbital_gap_ha=0.408 smiles=CC1(O)CCCC1
C -1.81461 -0.56839 1.06789
C -0.41401 -0.03284 0.56630
O -0.08086 0.98065 1.52338
C 0.94601 -0.80997 0.39825
C 1.70488 0.08845 -0.61952
C 0.63349 0.45511 -1.63958
C -0.65185 0.63748 -0.82084
H -1.78003 -1.10487 2.02547
H -2.42082 -1.15911 0.36172
H -2.41368 0.34198 1.27331
H 0.14194 0.41042 2.27455
H 1.55949 -0.81040 1.32331
H 0.90290 -1.84799 0.04865
H 2.09081 0.99814 -0.13526
H 2.55784 -0.41292 -1.09109
H 0.51523 -0.38618 -2.33472
H 0.89389 1.34391 -2.21971
H -1.51867 0.23688 -1.37114
H -0.87802 1.68730 -0.61639

Entry 3:
19
Properties=species:S:1:pos:R:3 method="wB97M-V/def2-TZVPD" multiplicity=1 orbital_gap_ha=0.360 smiles="C=CC=C(C)C.O"
C 2.35214 0.24731 1.36490
C 1.90314 -0.94864 1.03799
C 1.02983 -1.21559 -0.11502
C -0.17471 -0.64637 -0.29365
C -0.84288 0.12293 0.81164
C -0.91472 -0.81993 -1.57554
H 2.16293 1.14291 0.77487
H 2.92682 0.52040 2.24296
H 2.25172 -1.80922 1.60919
H 1.47747 -1.74058 -0.95564
H -0.69687 -0.43591 1.74060
H -1.92402 0.26049 0.71888
H -0.48506 1.12664 1.00480
H -0.71334 -1.78367 -2.05076
H -0.66246 -0.10006 -2.37121
H -1.99549 -0.71117 -1.51183
O -1.82121 2.62806 -0.84031
H -1.31713 1.90705 -1.27362
H -2.55618 2.25534 -0.31824

Entry 4:
19
Properties=species:S:1:pos:R:3 method="wB97M-V/def2-TZVPD" multiplicity=1 orbital_gap_ha=0.326
C 1.66563 -0.61727 -1.51910
C 1.13840 -0.73245 -0.09031
C -0.39265 -0.67437 -0.02130
C -0.90358 -0.80832 1.44867
C -1.14234 0.57132 -0.30419
C -0.45712 1.81271 0.06205
O -1.32059 2.89843 0.28913
H 1.25505 -1.41124 -2.15300
H 2.75692 -0.69415 -1.54744
H 1.38972 0.34208 -1.97221
H 1.57442 0.05582 0.53736
H 1.46832 -1.68495 0.34610
H -0.80826 -1.51177 -0.59672
H -1.04736 -1.86108 1.70101
H -0.17914 -0.36262 2.13589
H -1.86435 -0.30066 1.60035
H 0.27147 1.77751 0.88665
H 0.14845 1.95997 -0.86671
H -2.17481 2.60421 -0.06092

Entry 5:
19
Properties=species:S:1:pos:R:3 method="wB97M-V/def2-TZVPD" multiplicity=1 orbital_gap_ha=0.366
C -2.52965 -1.27960 0.34780
C -2.53415 0.07969 -0.01341
O -0.87477 -0.19121 -0.94795
C 0.36730 0.43142 -1.19289
C 1.17882 0.75607 0.04127
C 2.67887 0.67282 -0.04255
C 1.90988 -0.34762 0.74754
H -3.18708 -1.95695 -0.19295
H -1.29541 -1.18615 -0.31289
H -2.33752 -1.53470 1.38755
H -2.22869 0.84832 0.69088
H -3.09303 0.43270 -0.87417
H 0.95827 -0.23309 -1.84237
H 0.18049 1.34894 -1.76879
H 0.77477 1.55104 0.66705
H 3.11547 0.35853 -0.98833
H 3.27389 1.40399 0.49737
H 1.82002 -1.35005 0.33573
H 1.97888 -0.31393 1.83111

Entry 6:
19
Properties=species:S:1:pos:R:3 method="wB97M-V/def2-TZVPD" multiplicity=1 orbital_gap_ha=0.335 smiles="C=C(C)/C=C/C.O"
C -1.55120 1.54691 -0.03932
C -0.90155 0.40851 -0.49703
C -1.46434 -0.64922 -1.47108
C 0.58563 0.49261 -0.55648
C 1.46071 0.53279 0.47022
C 2.84335 -0.11161 0.36195
H -2.68651 1.55642 -0.14108
H -1.03232 2.30206 0.58411
H -2.22247 -0.13868 -2.15433
H -0.54236 -1.11342 -1.93046
H -1.96897 -1.42377 -0.98435
H 0.81329 0.82218 -1.59467
H 1.23553 0.99954 1.40893
H 3.63947 0.34708 -0.37123
H 2.97180 -1.15803 0.07294
H 3.21967 0.17167 1.37209
O -1.16836 -1.72538 1.89270
H -1.26811 -1.02858 1.20413
H -1.96327 -1.83107 2.37295

Entry 7:
19
Properties=species:S:1:pos:R:3 method="wB97M-V/def2-TZVPD" multiplicity=1 orbital_gap_ha=0.398 smiles=C[C@H]1CO[C@@H](C)C1
C -1.98715 0.74395 -0.12548
C -1.14566 -0.36422 0.50405
C -0.68109 -1.37029 -0.55789
O 0.48476 -0.79344 -1.10990
C 1.24373 -0.32629 -0.00185
C 2.21774 0.73241 -0.47497
C 0.20582 0.16312 1.03498
H -2.93253 0.35212 -0.51952
H -1.43384 1.19756 -0.95567
H -2.22025 1.53031 0.60126
H -1.72007 -0.86114 1.29239
H -0.45356 -2.34756 -0.09679
H -1.40111 -1.52259 -1.36809
H 1.80235 -1.17763 0.42152
H 2.90295 0.32830 -1.22590
H 2.80752 1.10722 0.36830
H 1.67282 1.57315 -0.91747
H 0.20145 1.25734 1.09799
H 0.43612 -0.22234 2.03305

Entry 8:
19
Properties=species:S:1:pos:R:3 method="wB97M-V/def2-TZVPD" multiplicity=1 orbital_gap_ha=0.378 smiles="C=CCCO.C=C"
C 1.04818 1.10260 -1.23151
C 0.04377 0.23701 -1.14064
C 0.11990 -0.97786 -0.27145
C 1.18322 -0.99911 0.81778
O 2.50066 -1.24492 0.36695
H 1.20041 1.70220 -2.11747
H 1.77507 1.19885 -0.42760
H -0.73260 0.22416 -1.90676
H -0.84581 -1.13270 0.22359
H 0.31126 -1.79486 -0.97695
H 1.12948 -0.07339 1.41834
H 0.94170 -1.82888 1.48717
H 2.67274 -0.64971 -0.37222
C -2.06333 0.16150 1.02678
C -1.70174 1.23656 0.33341
H -2.83953 -0.51705 0.68191
H -1.59897 -0.08015 1.97924
H -0.94320 1.91870 0.69548
H -2.20120 1.51705 -0.58604

Entry 9:
19
Properties=species:S:1:pos:R:3 method="wB97M-V/def2-TZVPD" multiplicity=1 orbital_gap_ha=0.321
C 2.37766 -0.34682 0.78874
C 1.54506 -0.69300 -0.44896
C 0.83779 0.44544 -1.09173
C -0.57644 0.11901 -1.40509
C -1.19605 0.75663 -0.12502
C -1.66549 -0.27064 0.89884
O -2.25276 1.59504 -0.55261
H 3.18094 -1.07333 0.94638
H 1.74383 -0.35980 1.68343
H 2.81199 0.65240 0.69550
H 0.95072 -1.60938 -0.27595
H 2.23312 -0.92746 -1.28596
H -0.41371 1.38149 0.34831
H -0.84508 -0.94817 -1.47310
H -0.97849 0.66741 -2.26076
H -2.54138 -0.80808 0.52280
H -1.94165 0.22970 1.83523
H -0.87710 -0.99646 1.12839
H -2.50236 2.15751 0.19162

Entry 10:
19
Properties=species:S:1:pos:R:3 method="wB97M-V/def2-TZVPD" multiplicity=1 orbital_gap_ha=0.379 smiles="C=CCCC=O.C"
C 1.01014 -1.55600 0.71670
C 1.23396 -0.25634 0.56702
C 1.53224 0.38596 -0.76309
C 0.35915 1.08637 -1.49727
C -0.82476 1.48808 -0.65808
O -0.73348 1.84514 0.49243
H 0.79776 -1.99251 1.68847
H 0.94937 -2.22839 -0.13789
H 1.19126 0.40475 1.43033
H 2.33654 1.11167 -0.61204
H 1.93025 -0.38897 -1.42685
H 0.03716 0.52217 -2.38094
H 0.69737 2.06021 -1.87869
H -1.80198 1.52722 -1.18813
C -1.74727 -0.81481 1.13341
H -1.37134 0.03132 1.71102
H -2.83323 -0.84631 1.11536
H -1.36692 -1.73642 1.58323
H -1.39620 -0.64315 0.10500

Entry 11:
19
Properties=species:S:1:pos:R:3 method="wB97M-V/def2-TZVPD" multiplicity=1 orbital_gap_ha=0.344 smiles="C=C/C(C)=C/C.O"
C -1.30827 0.20887 1.55161
C -0.82651 -0.94574 1.10071
C -0.40126 -1.34279 -0.24186
C -0.69556 -2.78897 -0.62879
C 0.49294 -0.62087 -0.92242
C 1.12209 -0.93458 -2.24542
H -1.59343 1.02846 0.89767
H -1.84897 0.26339 2.46799
H -1.05827 -1.80445 1.73366
H -0.80237 -3.33218 0.30617
H -1.59847 -2.79646 -1.24556
H 0.08942 -3.22296 -1.24222
H 0.97467 0.18499 -0.37752
H 1.03749 -1.92678 -2.67876
H 0.70138 -0.26848 -3.00496
H 2.18671 -0.71650 -2.13118
O 1.10455 6.33349 2.61875
H 1.08077 7.07703 2.00025
H 1.34309 5.60451 2.04188

Entry 12:
19
Properties=species:S:1:pos:R:3 method="wB97M-V/def2-TZVPD" multiplicity=1 orbital_gap_ha="0.310 / 0.310"
C 2.59725 0.08014 -0.02888
C 1.29685 0.84461 0.16466
O 0.61749 0.63776 1.24190
C -0.47492 -0.73269 0.81331
C -1.71986 -0.82020 1.34843
C -0.67431 -0.43041 -0.59736
C -1.69004 0.56699 -1.09721
H 2.42010 -0.99827 0.06290
H 3.29226 0.37647 0.76911
H 3.06357 0.28449 -0.99929
H 0.53391 0.35142 -0.77287
H 1.30523 1.88307 -0.19269
H 0.23867 -1.51569 1.05090
H -2.49554 -0.10176 1.12713
H -1.95180 -1.59762 2.05643
H -0.58776 -1.32983 -1.20490
H -1.35462 0.87864 -2.08625
H -2.71071 0.18263 -1.21426
H -1.70578 1.44026 -0.44108

Entry 13:
19
Properties=species:S:1:pos:R:3 method="wB97M-V/def2-TZVPD" multiplicity=1 orbital_gap_ha=0.264 smiles="C=COC.C=CC"
C 0.57805 1.71179 -0.06902
C 0.47207 0.54177 0.73310
O 1.17492 -0.60918 0.57201
C 2.22270 -0.63717 -0.39255
H 0.82462 2.64087 0.43504
H 0.77794 1.65296 -1.13201
H 0.28233 0.72859 1.78674
H 3.12807 -0.18533 0.02684
H 1.96405 -0.11420 -1.31527
H 2.40696 -1.69191 -0.60363
C -1.42621 0.97902 0.07662
C -1.43324 -0.33090 0.58262
C -1.46679 -1.53566 -0.31155
H -1.54845 1.13493 -0.99114
H -1.76629 1.80759 0.69014
H -1.67397 -0.48125 1.63172
H -2.47626 -1.96885 -0.38037
H -1.15884 -1.27827 -1.33316
H -0.79355 -2.32673 0.04106

Entry 14:
19
Properties=species:S:1:pos:R:3 method="wB97M-V/def2-TZVPD" multiplicity=1 orbital_gap_ha=0.396 smiles="CCC(C=O)CC"
C 0.91473 1.95854 -1.42561
C -0.23028 1.15299 -0.82373
C 0.18086 0.01901 0.12279
C 0.94242 -1.03903 -0.63848
O 2.04349 -1.44897 -0.36014
C -1.05718 -0.61249 0.78345
C -0.71042 -1.61531 1.88030
H 0.50916 2.89381 -1.83604
H 1.66392 2.21945 -0.67201
H 1.42802 1.43110 -2.23654
H -0.86849 1.83680 -0.24717
H -0.86429 0.74644 -1.62442
H 0.85142 0.40879 0.89961
H 0.39226 -1.44336 -1.52220
H -1.67238 -1.09382 0.00891
H -1.67127 0.19738 1.19858
H -1.61552 -2.02596 2.33985
H -0.11688 -1.13608 2.66712
H -0.11958 -2.44931 1.48571

Entry 15:
19
Properties=species:S:1:pos:R:3 method="wB97M-V/def2-TZVPD" multiplicity=2 orbital_gap_ha="0.352 / 0.246" total_charge=+1
C 0.71191 -1.91088 1.71410
C 0.79701 -1.78526 0.14838
C -2.07482 1.42033 -1.55677
C -0.76786 1.15108 -1.86435
C 0.08738 0.33698 -1.04909
C -0.20474 -0.77525 -0.31525
H -0.06879 -2.58331 2.04651
H 1.67815 -2.38911 1.92937
H 0.71750 -0.89338 2.08483
H 1.78400 -1.44008 -0.15326
H 0.58903 -2.68803 -0.42816
H -2.55874 0.93039 -0.72369
H -2.62270 2.12768 -2.16464
H -0.24218 1.76310 -2.58835
H 1.09932 0.74059 -1.07155
H -1.26948 -1.04575 -0.38025
H 0.23074 2.72788 1.85925
H 0.97594 1.91933 0.84693
O 1.13836 2.39367 1.66598

Entry 16:
19
Properties=species:S:1:pos:R:3 method="wB97M-V/def2-TZVPD" multiplicity=2 orbital_gap_ha="0.303 / 0.245" total_charge=+1
C 1.97865 0.09375 -0.35858
C 1.44921 -1.32490 -0.36720
C -2.64046 -1.42693 0.92037
C -1.63855 -0.66984 1.45804
C -0.24383 -0.94880 1.53927
C 0.31722 -1.69173 0.53241
H 2.94721 0.23515 0.16955
H 2.09919 0.51233 -1.35091
H 1.36263 0.71959 0.32560
H 0.99842 -1.51193 -1.33910
H 2.20146 -2.08751 -0.31067
H -3.56430 -0.86609 1.05002
H -2.54407 -2.44221 0.48682
H -1.82765 0.39182 1.71903
H 0.32250 -0.35619 2.28320
H -0.05284 -2.69396 0.36162
H -0.26741 5.43587 -2.22331
H -0.36421 4.09943 -2.87120
O -0.53318 4.53215 -2.02497

Entry 17:
33
Properties=species:S:1:pos:R:3 method="wB97M-V/def2-TZVPD" multiplicity=1 orbital_gap_ha=0.394
C 0.38561 -0.11557 0.71027
C -0.46559 0.71441 -0.22972
O 0.35511 1.79475 -0.63756
S 1.84346 1.18130 -0.93050
O 2.84454 2.16256 -0.67330
O 1.95370 0.51234 -2.24051
O 1.73250 0.04094 0.26460
H 0.18129 -1.17782 0.57618
H 0.32295 0.22039 1.74531
H -1.43833 1.00389 0.16784
H -0.68763 0.16102 -1.14218
C 2.74393 -4.13970 -0.63541
C 3.09949 -3.05789 0.52151
O 2.49937 -1.84200 0.05821
S 1.84357 -1.92471 -1.48946
O 2.93438 -1.56102 -2.44594
O 0.55313 -1.29926 -1.45103
O 1.63109 -3.55650 -1.32434
H 2.40854 -5.07542 -0.18814
H 3.64968 -4.28655 -1.22377
H 4.14752 -2.92106 0.78807
H 2.67365 -3.36162 1.47780
C -3.71852 2.22035 -0.25032
C -3.92530 3.31055 0.87193
O -2.97025 3.03730 1.89453
S -2.01808 1.74557 1.48699
O -2.57033 0.48509 2.01618
O -0.63609 2.07832 1.84189
O -2.38524 2.00835 -0.07559
H -3.93646 2.73469 -1.18630
H -4.21172 1.25109 -0.17701
H -4.90527 3.31051 1.34918
H -3.93472 4.34569 0.53063

Entry 18:
20
Properties=species:S:1:pos:R:3 method="wB97M-V/def2-TZVPD" multiplicity=1 orbital_gap_ha="0.314 / 0.314"
C 1.63229 0.16798 0.10792
C 0.30132 -0.91302 0.76497
C 0.22846 -2.11803 -0.15380
O 1.37816 0.46453 -1.24357
O 1.87323 1.17700 0.89727
H 0.72147 1.77562 1.04708
H 1.42191 1.42387 -1.33984
H 2.38113 -0.62895 0.14255
H -0.68572 -0.67555 1.15693
H 0.86408 -1.11503 1.67764
H 1.22416 -2.50786 -0.37406
H -0.23006 -1.85790 -1.10868
H -0.35666 -2.92476 0.29465
C -1.90545 0.48653 -0.82364
C -1.11808 1.16679 0.18350
C -0.56409 2.06248 0.85348
H -2.63116 1.19497 -1.23180
H -1.25776 0.14986 -1.63624
H -2.44117 -0.37163 -0.41664
H -0.83607 3.04312 1.20228

Entry 19:
20
Properties=species:S:1:pos:R:3 method="wB97M-V/def2-TZVPD" multiplicity=1 orbital_gap_ha=0.417 smiles="CCCCCC(=O)O"
C 2.74175 0.86810 1.70129
C 2.14038 0.55527 0.31474
C 1.25134 -0.66444 0.30388
C -0.11951 -0.47546 0.96629
C -1.05434 0.49992 0.22808
C -1.71413 -0.16780 -0.93377
O -2.46689 -1.09535 -0.82832
O -1.35313 0.36941 -2.11457
H 2.11772 0.52193 2.53295
H 2.93167 1.92986 1.82253
H 3.72887 0.39864 1.81776
H 2.93248 0.53590 -0.43682
H 1.55625 1.43825 0.02113
H 1.12194 -1.04222 -0.69988
H 1.74308 -1.49606 0.81629
H -0.58630 -1.45129 0.99835
H 0.00883 -0.13906 1.98904
H -0.52203 1.41207 -0.01192
H -1.83186 0.84584 0.91052
H -1.81846 -0.08757 -2.84846

Entry 20:
20
Properties=species:S:1:pos:R:3 method="wB97M-V/def2-TZVPD" multiplicity=1 orbital_gap_ha=0.401 smiles="CC(C)CCC(=O)O"
C 1.22647 -1.85004 -0.87067
C 0.94564 -0.36443 -0.30207
C 1.69824 -0.22467 1.06932
C -0.46155 -0.27386 -0.03364
C -1.01102 1.00218 0.61681
C -1.65216 1.97837 -0.45437
O -1.12384 2.41762 -1.42100
O -2.97545 1.80543 -0.25440
H 2.14554 -2.14962 -0.44797
H 0.38785 -2.42686 -0.48372
H 1.32217 -1.82454 -1.95139
H 1.29195 0.30464 -1.07019
H 2.27931 0.66783 1.28204
H 2.39662 -1.22732 1.22971
H 0.96690 -0.37636 1.79671
H -1.20937 -0.64366 -0.80225
H -0.75288 -1.02886 0.72910
H -1.79200 0.72790 1.27972
H -0.08072 1.51256 1.05303
H -3.60168 1.97367 -0.96476

Per-record ΔE to the lowest compared entry with this formula, charge and spin, kcal per mole: 85.1; 14.2; 41.2; 88.3; 105.7; 85.3; 7.4; 68.8; 92.5; 44.4; 46.6; 111.8; 130.2; 9.2; 27.4; 37.1; 165.5; 131.7; 4.0; 41.8
Per-record max |F|, eV/A: 3.82; 1.10; 1.34; 0.36; 0.41; 3.90; 0.26; 1.35; 0.35; 0.82; 1.52; 1.03; 0.52; 0.49; 2.53; 2.38; 5.10; 3.06; 1.23; 5.00